[1]
Formula: C44H55BiN5O8P2S2
Source: the OMol25 dataset
Level of theory: ωB97M-V/def2-TZVPD

```
117
Properties=species:S:1:pos:R:3:lowdin_charge:R:1
Bi 2.223 -0.240 1.255 1.66
C -0.670 -0.926 5.376 -0.03
C -1.764 0.093 5.011 -0.37
C -3.099 -0.160 5.658 -0.04
O -1.970 -0.011 3.527 -0.19
P -1.273 0.827 2.397 0.53
O 0.183 0.423 2.193 -0.51
C -2.264 0.495 0.911 -0.19
P -2.132 -1.148 0.130 0.46
O -0.728 -1.502 -0.103 -0.28
O -3.016 -1.106 -1.226 -0.22
C -2.624 -0.577 -2.565 -0.41
C -1.763 -1.608 -3.240 -0.05
C -3.937 -0.333 -3.274 -0.05
O -2.878 -2.186 1.048 -0.20
C -4.285 -2.479 1.043 -0.42
C -4.675 -2.653 2.482 -0.03
C -4.381 -3.774 0.202 -0.02
O -1.535 2.357 2.682 -0.18
C -0.664 3.527 2.820 -0.41
C -1.518 4.764 2.565 -0.03
C 0.585 3.401 2.006 -0.06
H -0.303 -0.808 6.404 0.09
H 0.241 -0.735 4.762 0.08
H -1.044 -1.966 5.220 0.10
H -1.408 1.113 5.132 0.13
H -3.366 -1.241 5.598 0.09
H -3.949 0.364 5.211 0.09
H -3.069 0.056 6.720 0.09
H -1.904 1.113 0.110 0.06
H -3.364 0.652 1.104 0.11
H -2.109 0.363 -2.361 0.13
H -2.330 -2.469 -3.682 0.10
H -0.986 -1.992 -2.543 0.08
H -1.212 -1.115 -4.072 0.09
H -4.609 -1.194 -3.251 0.09
H -3.716 -0.076 -4.325 0.10
H -4.511 0.484 -2.775 0.09
H -4.771 -1.671 0.482 0.14
H -4.110 -3.459 2.981 0.09
H -5.748 -2.835 2.625 0.09
H -4.395 -1.774 3.090 0.08
H -3.793 -4.591 0.692 0.07
H -4.037 -3.661 -0.827 0.08
H -5.431 -4.132 0.215 0.09
H -0.404 3.481 3.924 0.16
H -2.183 4.588 1.705 0.09
H -0.960 5.685 2.508 0.08
H -2.177 4.896 3.448 0.09
H 0.389 3.214 0.936 0.06
H 1.208 2.548 2.390 0.06
H 1.141 4.350 1.969 0.10
C -4.096 -6.456 6.428 -0.08
C -3.063 -5.917 5.492 -0.75
O -2.729 -4.766 5.403 0.02
S -2.457 -7.187 4.383 1.04
C -1.357 -6.165 3.518 -0.56
C -1.634 -5.527 2.294 -0.06
C -0.706 -4.653 1.735 0.00
C 0.534 -4.457 2.371 -0.24
C 0.841 -5.181 3.548 0.00
C -0.118 -6.011 4.143 -0.09
C 1.360 -3.357 2.011 -0.13
C 2.103 -2.450 1.616 -0.24
H -4.007 -5.807 7.329 0.10
H -3.950 -7.532 6.662 0.08
H -5.103 -6.273 6.018 0.10
H -2.534 -5.748 1.789 0.08
H -0.998 -4.015 0.903 0.10
H 1.812 -5.028 4.003 0.12
H 0.032 -6.568 5.086 0.12
C -1.427 7.399 -6.179 -0.07
C -1.010 6.367 -5.142 -0.69
O -0.427 6.671 -4.080 -0.02
S -1.571 4.694 -5.435 1.03
C -0.686 3.826 -4.229 -0.55
C 0.220 2.852 -4.690 -0.07
C 0.849 2.006 -3.777 -0.02
C 0.528 2.117 -2.417 -0.26
C -0.297 3.194 -1.940 -0.01
C -0.945 3.989 -2.858 -0.08
C 1.023 1.143 -1.544 -0.13
C 1.534 0.318 -0.753 -0.26
H -1.974 8.179 -5.624 0.10
H -2.004 7.014 -7.041 0.08
H -0.482 7.826 -6.530 0.09
H 0.412 2.773 -5.755 0.11
H 1.525 1.171 -4.043 0.12
H -0.330 3.400 -0.868 0.09
H -1.559 4.824 -2.583 0.11
C 3.685 -1.893 -1.892 -0.03
C 4.910 -1.279 -1.358 -0.38
N 5.193 -1.186 -0.079 0.08
C 6.474 -0.733 -0.031 -0.16
C 6.981 -0.541 -1.270 -0.07
N 5.935 -0.817 -2.164 0.00
C 5.920 -0.506 -3.588 -0.06
N 5.254 0.788 -3.911 -0.05
N 4.602 0.818 -5.136 0.01
N 4.401 2.010 -5.536 0.07
C 4.981 2.923 -4.561 -0.21
C 5.054 4.316 -4.640 -0.01
C 5.709 4.904 -3.573 -0.08
C 6.208 4.140 -2.504 -0.09
C 6.137 2.779 -2.415 -0.01
C 5.549 2.151 -3.553 -0.13
H 3.199 -2.435 -1.091 0.06
H 3.932 -2.586 -2.709 0.09
H 3.000 -1.140 -2.352 0.07
H 6.960 -0.631 0.919 0.10
H 7.925 -0.128 -1.571 0.12
H 5.317 -1.230 -4.170 0.13
H 6.926 -0.451 -4.047 0.15
H 4.503 4.795 -5.422 0.11
H 5.735 5.978 -3.543 0.10
H 6.725 4.714 -1.712 0.12
H 6.569 2.208 -1.626 0.09
```

Computed properties:
Total charge: +1



[2]
Formula: C44H55CaN4P
Source: the OMol25 dataset
Level of theory: ωB97M-V/def2-TZVPD

```
105
Properties=species:S:1:pos:R:3:lowdin_charge:R:1
Ca 0.086 0.125 -0.372 1.28
C 3.528 2.246 4.393 -0.09
C 3.264 0.736 4.420 -0.19
C 2.078 0.350 3.593 -0.14
C 0.795 0.162 4.007 -0.14
C 0.267 0.205 5.407 -0.20
C 0.150 -1.191 6.029 -0.08
C 0.022 -0.176 2.825 -0.26
C -1.346 -0.482 2.795 0.06
C -2.125 -0.896 1.705 -0.25
C -3.550 -1.188 1.737 -0.15
C -4.413 -1.155 2.960 -0.20
C -4.262 -2.418 3.815 -0.08
C -3.903 -1.541 0.471 -0.14
C -2.697 -1.456 -0.338 -0.25
C -2.603 -1.738 -1.712 0.05
C -1.481 -1.667 -2.544 -0.24
N -0.266 -1.180 -2.180 -0.03
C 0.590 -1.378 -3.208 -0.24
C 1.965 -1.110 -3.172 0.05
C 2.734 -0.675 -2.086 -0.24
N 2.246 -0.352 -0.864 -0.03
C 3.301 -0.085 -0.051 -0.24
C 3.218 0.182 1.320 0.06
C 2.087 0.141 2.153 -0.24
N 0.836 -0.161 1.739 -0.04
C 4.539 -0.199 -0.812 -0.14
C 4.187 -0.564 -2.072 -0.14
C 5.084 -0.881 -3.228 -0.20
C 5.347 -2.384 -3.368 -0.09
C 5.912 0.061 -0.276 -0.20
C 6.231 1.558 -0.193 -0.09
C -0.126 -1.993 -4.321 -0.13
C -1.409 -2.164 -3.911 -0.14
C -2.531 -2.823 -4.653 -0.20
C -2.681 -4.302 -4.282 -0.09
C 0.474 -2.342 -5.646 -0.20
C 0.614 -1.122 -6.563 -0.09
N -1.661 -1.079 0.444 -0.02
C -5.265 -1.903 -0.035 -0.19
C -5.975 -0.716 -0.696 -0.09
H 4.425 2.503 4.958 0.07
H 3.653 2.595 3.366 0.07
H 2.685 2.785 4.829 0.06
H 4.150 0.207 4.060 0.11
H 3.115 0.413 5.452 0.10
H 0.922 0.824 6.024 0.10
H -0.713 0.690 5.419 0.11
H 1.126 -1.679 6.057 0.08
H -0.239 -1.138 7.047 0.07
H -0.516 -1.820 5.437 0.07
H -1.865 -0.406 3.744 0.10
H -4.164 -0.278 3.563 0.11
H -5.459 -1.038 2.667 0.10
H -3.228 -2.547 4.135 0.07
H -4.895 -2.370 4.703 0.07
H -4.542 -3.302 3.240 0.08
H -3.513 -2.100 -2.178 0.10
H 2.513 -1.333 -4.081 0.10
H 4.159 0.397 1.813 0.10
H 4.641 -0.499 -4.151 0.11
H 6.036 -0.358 -3.107 0.10
H 4.411 -2.930 -3.496 0.07
H 5.989 -2.594 -4.225 0.07
H 5.833 -2.769 -2.471 0.08
H 6.012 -0.389 0.715 0.11
H 6.650 -0.433 -0.911 0.10
H 5.506 2.072 0.440 0.07
H 7.228 1.728 0.217 0.07
H 6.184 2.011 -1.185 0.08
H -3.468 -2.299 -4.446 0.11
H -2.359 -2.731 -5.727 0.10
H -2.864 -4.411 -3.212 0.07
H -3.508 -4.765 -4.823 0.07
H -1.766 -4.848 -4.517 0.08
H 1.455 -2.799 -5.495 0.11
H -0.141 -3.096 -6.141 0.10
H 1.223 -0.350 -6.091 0.07
H 1.078 -1.393 -7.513 0.07
H -0.366 -0.689 -6.772 0.07
H -5.186 -2.724 -0.752 0.11
H -5.874 -2.276 0.791 0.10
H -5.393 -0.347 -1.543 0.06
H -6.966 -0.996 -1.057 0.07
H -6.086 0.104 0.016 0.07
C -3.233 2.339 -0.117 -0.26
P -1.518 2.754 -0.609 0.88
C -1.787 3.844 -2.054 -0.29
C -1.024 3.901 0.728 -0.39
C -0.340 3.351 1.813 -0.09
C 0.030 4.139 2.893 -0.07
C -0.268 5.494 2.893 -0.08
C -0.939 6.055 1.813 -0.08
C -1.318 5.262 0.739 -0.09
H -3.837 3.236 0.023 0.05
H -3.202 1.768 0.813 0.03
H -3.683 1.701 -0.880 0.03
H -2.531 4.615 -1.856 0.03
H -2.136 3.229 -2.884 0.04
H -0.845 4.308 -2.346 0.04
H -0.092 2.294 1.828 0.07
H 0.557 3.693 3.727 0.09
H 0.025 6.117 3.728 0.10
H -1.167 7.113 1.810 0.10
H -1.841 5.718 -0.092 0.09
```

Computed properties:
Total charge: 0



Computed values of DFT total energy (unit: eV) for the preceding records, in sequence: -116433.2746 -80213.6267.